The following is a DFT calculation (ωB97M-V/def2-TZVPD) of a cluster of 9 separate species, C20H37Br10Cl6F3O2 in total.

Summary:
**Total charge**: 0
**LUMO level**: 0.1 eV
**SMILES**: CCOC(=O)C(F)(F)F.BrCCBr.BrCCBr.BrCCBr.BrCCBr.BrCCBr.ClCCCl.ClCCCl.ClCCCl
**F_max**: 0.086 Eh/bohr
**Gap between HOMO and LUMO**: 9.772 eV

Positions of all 78 atoms, in Å:
C: 3.550 -3.750 6.163
C: 4.415 -4.073 4.950
O: 3.940 -3.635 3.628
C: 3.769 -2.366 3.491
O: 3.895 -1.477 4.300
C: 3.310 -2.064 2.085
F: 4.268 -2.321 1.251
F: 2.225 -2.845 1.721
F: 2.933 -0.766 1.888
H: 4.091 -3.946 7.120
H: 2.617 -4.268 6.176
H: 3.190 -2.681 6.174
H: 4.534 -5.189 4.857
H: 5.368 -3.561 4.976
Br: 0.150 -0.628 3.991
C: 1.291 0.784 4.716
C: 2.086 0.399 5.944
Br: 3.197 1.955 6.329
H: 0.577 1.533 4.964
H: 1.939 0.995 3.876
H: 2.671 -0.494 5.813
H: 1.396 0.314 6.777
Br: -6.272 1.567 -1.781
C: -5.622 0.139 -2.977
C: -4.316 -0.415 -2.452
Br: -3.305 -1.359 -3.877
H: -5.506 0.748 -3.839
H: -6.422 -0.577 -3.067
H: -4.572 -1.159 -1.682
H: -3.607 0.331 -2.094
Br: 0.065 0.838 -5.557
C: -1.538 1.935 -5.256
C: -1.381 2.492 -3.829
Br: -3.028 3.436 -3.496
H: -2.354 1.331 -5.394
H: -1.418 2.717 -6.026
H: -0.594 3.216 -3.585
H: -1.452 1.669 -3.130
Br: -4.593 -2.516 1.698
C: -5.081 -0.649 1.715
C: -3.927 0.298 2.145
Br: -3.520 0.189 4.050
H: -6.002 -0.482 2.317
H: -5.414 -0.350 0.721
H: -4.230 1.297 1.983
H: -2.995 0.025 1.569
Br: 2.590 2.570 -3.400
C: 3.091 2.823 -1.522
C: 2.144 2.133 -0.573
Br: 2.353 2.381 1.358
H: 3.174 3.898 -1.426
H: 4.118 2.422 -1.432
H: 2.224 1.049 -0.619
H: 1.121 2.480 -0.692
Cl: 2.796 -2.633 -7.522
C: 1.916 -2.354 -5.982
C: 0.488 -2.710 -6.186
Cl: 0.123 -4.458 -6.239
H: 1.879 -1.285 -5.844
H: 2.443 -2.735 -5.075
H: 0.112 -2.096 -7.031
H: -0.066 -2.395 -5.314
Cl: -2.558 4.005 3.342
C: -1.287 3.859 2.128
C: -1.198 5.139 1.300
Cl: 0.101 5.024 0.109
H: -1.448 2.996 1.545
H: -0.336 3.671 2.748
H: -1.017 5.959 1.973
H: -2.066 5.212 0.711
Cl: -0.601 0.172 -0.860
C: -0.494 -1.486 -1.569
C: 0.627 -1.579 -2.543
Cl: 2.146 -1.672 -1.638
H: -1.453 -1.696 -2.062
H: -0.333 -2.147 -0.733
H: 0.696 -0.709 -3.205
H: 0.392 -2.472 -3.089